[1]
50
Properties=species:S:1:pos:R:3:nbo_charge:R:1 method="wB97M-V/def2-TZVPD" homo_energy_ha=-0.429 total_charge=+1 e_lumo_ev=-2.950 orbital_gap_ev=8.7
C -0.07 -1.14 -1.03 -0.33
C 0.97 -0.43 -0.57 -0.09
N 1.27 -0.25 0.85 -0.26
C 2.25 -1.35 1.33 -0.19
C 3.20 -1.92 0.30 -0.47
C 4.36 -1.03 -0.12 -0.07
O 3.99 -0.09 -1.11 -0.74
C 0.07 -0.45 1.76 -0.20
C -0.92 0.70 1.90 -0.44
C -1.77 1.12 0.69 -0.43
C -3.10 0.34 0.57 -0.23
N -3.16 -0.64 -0.54 -0.66
C -3.55 -1.94 -0.11 0.54
N -4.55 -2.57 -0.58 -0.62
N -2.77 -2.61 0.87 -0.86
C 1.93 1.07 1.16 -0.58
B 1.62 2.32 0.19 1.17
O 2.22 2.48 -1.03 -0.92
O 0.70 3.23 0.62 -0.91
H -0.63 -0.78 -1.88 0.25
H -0.35 -2.09 -0.62 0.20
H 1.69 -0.09 -1.30 0.27
H 2.82 -0.99 2.18 0.23
H 1.66 -2.17 1.72 0.22
H 2.72 -2.38 -0.56 0.23
H 3.68 -2.76 0.80 0.25
H 4.83 -0.58 0.75 0.17
H 5.11 -1.70 -0.54 0.19
H 4.50 -0.25 -1.91 0.49
H -0.39 -1.40 1.56 0.23
H 0.52 -0.57 2.74 0.22
H -0.43 1.59 2.28 0.23
H -1.61 0.41 2.69 0.23
H -1.24 1.16 -0.26 0.23
H -2.07 2.15 0.89 0.22
H -3.87 1.09 0.37 0.21
H -3.38 -0.10 1.52 0.19
H -3.84 -0.33 -1.21 0.38
H -5.03 -2.02 -1.28 0.32
H -2.75 -2.13 1.77 0.37
H -1.85 -2.85 0.55 0.36
H 3.01 0.96 1.19 0.25
H 1.65 1.37 2.16 0.24
H 1.57 2.37 -1.73 0.51
H 1.05 4.13 0.54 0.52
C -2.01 2.33 -3.62 -0.38
Cl -0.86 2.13 -2.27 -0.06
Cl -3.30 1.13 -3.61 0.00
H -2.45 3.31 -3.54 0.24
H -1.46 2.23 -4.55 0.23


[2]
45
Properties=species:S:1:pos:R:3:nbo_charge:R:1 method="wB97M-V/def2-TZVPD" homo_energy_ha=-0.335 smiles=CCC[Si@H](CCCF)B(O)CC.C1CCOC1 total_charge=0 e_lumo_ev=0.444 orbital_gap_ev=9.6
C 0.50 1.42 3.44 -0.62
C -0.73 0.75 2.75 -0.39
C -0.54 0.33 1.24 -0.85
Si 1.24 0.05 0.65 1.03
C 1.41 0.78 -1.13 -0.82
C 1.84 2.30 -0.93 -0.44
C 3.38 2.51 -1.06 0.05
F 3.61 3.15 -2.29 -0.38
B 1.73 -1.88 0.61 0.58
O 0.76 -2.75 0.06 -0.88
C 3.17 -2.32 1.14 -0.78
C 3.42 -3.87 1.21 -0.62
H 1.31 0.70 3.69 0.20
H 0.89 2.26 2.82 0.20
H 0.21 1.87 4.41 0.21
H -1.54 1.52 2.77 0.20
H -1.11 -0.06 3.40 0.20
H -1.15 -0.60 1.11 0.25
H -1.06 1.09 0.62 0.24
H 2.29 0.71 1.44 -0.18
H 0.47 0.69 -1.72 0.24
H 2.28 0.31 -1.65 0.22
H 1.37 2.98 -1.67 0.23
H 1.50 2.63 0.08 0.19
H 3.74 3.18 -0.26 0.17
H 3.94 1.56 -1.11 0.16
H 0.96 -3.68 0.24 0.48
H 3.36 -1.81 2.12 0.24
H 3.93 -1.89 0.44 0.24
H 3.61 -4.29 0.20 0.21
H 2.61 -4.44 1.69 0.19
H 4.35 -4.04 1.80 0.22
C -3.83 -0.89 -2.46 -0.43
C -3.62 0.56 -2.88 -0.43
C -4.49 1.30 -1.89 -0.07
O -4.50 0.52 -0.68 -0.54
C -3.93 -0.77 -0.95 -0.07
H -3.03 -1.56 -2.78 0.22
H -4.77 -1.26 -2.87 0.20
H -2.57 0.83 -2.74 0.20
H -3.88 0.76 -3.92 0.22
H -5.52 1.38 -2.24 0.16
H -4.12 2.30 -1.67 0.18
H -2.94 -0.80 -0.49 0.17
H -4.56 -1.54 -0.51 0.18


[3]
45
Properties=species:S:1:pos:R:3:nbo_charge:R:1 method="wB97M-V/def2-TZVPD" homo_energy_ha=-0.336 total_charge=0 e_lumo_ev=0.380 orbital_gap_ev=9.5
Li 26.72 -14.95 12.26 0.87
B 28.24 -16.31 12.30 -0.77
H 28.74 -15.27 12.68 -0.05
H 29.05 -17.20 12.36 0.00
H 27.29 -16.60 12.98 -0.07
H 27.82 -16.19 11.18 -0.07
C 24.31 -15.67 15.00 -0.43
C 25.40 -15.25 16.00 -0.44
C 26.27 -14.27 15.18 -0.08
O 25.76 -14.30 13.86 -0.57
C 24.36 -14.52 14.01 -0.07
H 23.32 -15.82 15.42 0.21
H 24.61 -16.59 14.50 0.22
H 25.99 -16.10 16.33 0.22
H 24.98 -14.77 16.89 0.21
H 27.32 -14.55 15.16 0.21
H 26.21 -13.25 15.58 0.17
H 23.94 -14.68 13.01 0.21
H 23.90 -13.61 14.42 0.16
C 24.26 -16.57 9.19 -0.43
C 23.63 -15.17 9.19 -0.43
C 24.74 -14.36 9.83 -0.06
O 25.24 -15.22 10.86 -0.58
C 25.04 -16.60 10.51 -0.08
H 24.94 -16.66 8.35 0.21
H 23.52 -17.37 9.12 0.22
H 22.74 -15.13 9.82 0.20
H 23.37 -14.86 8.18 0.22
H 24.38 -13.46 10.34 0.19
H 25.53 -14.04 9.15 0.17
H 24.48 -17.08 11.31 0.18
H 25.99 -17.10 10.38 0.22
C 28.32 -10.94 11.73 -0.43
C 29.18 -11.97 10.99 -0.43
C 28.11 -12.93 10.51 -0.07
O 27.23 -13.04 11.62 -0.57
C 27.24 -11.83 12.37 -0.06
H 27.86 -10.20 11.07 0.20
H 28.89 -10.37 12.46 0.22
H 29.84 -12.48 11.69 0.22
H 29.78 -11.51 10.20 0.22
H 28.48 -13.93 10.28 0.22
H 27.61 -12.54 9.61 0.16
H 27.52 -12.06 13.40 0.18
H 26.25 -11.36 12.38 0.18


[4]
54
Properties=species:S:1:pos:R:3:lowdin_charge:R:1 method="wB97M-V/def2-TZVPD" homo_energy_ha="-0.194 / -0.194" total_charge=0 e_lumo_ev="-0.631 / -0.631" orbital_gap_ev="4.6 / 4.6"
O 2.10 -2.70 -3.40 -0.21
H 2.07 -2.87 -4.37 0.12
Ba 0.62 -0.29 -1.91 1.75
N -1.97 -0.98 -0.26 -0.18
N -1.68 -1.32 -2.71 -0.36
N 1.42 -0.65 1.08 0.00
N 2.95 -1.15 -0.88 -0.14
O -1.97 -0.72 1.00 -0.28
O 0.56 -0.21 2.11 -0.07
O 3.64 -0.98 -2.12 -0.14
O -1.24 -0.91 -3.86 -0.42
C -2.94 -0.93 -2.37 -0.33
C -3.14 -0.83 -0.95 -0.31
C 2.70 -0.37 1.31 -0.26
C 3.56 -0.51 0.12 -0.27
C -4.47 -0.51 -0.36 -0.05
H -4.42 0.43 0.22 0.07
H -4.83 -1.30 0.32 0.08
H -5.23 -0.37 -1.13 0.06
C -3.89 -0.46 -3.40 -0.06
H -3.80 -1.10 -4.30 0.08
H -3.69 0.59 -3.70 0.09
H -4.93 -0.52 -3.04 0.06
C 3.26 0.16 2.60 -0.02
C 4.93 0.06 0.03 -0.01
H 2.75 -0.20 3.50 0.09
H 3.22 1.26 2.65 0.09
H 4.31 -0.14 2.67 0.08
H 5.19 0.35 -1.00 0.09
H 5.67 -0.66 0.41 0.11
H 5.00 0.95 0.66 0.08
H -0.36 -0.40 1.73 0.05
H 3.30 -1.75 -2.66 0.05
C 1.02 -3.41 -2.72 -0.14
H 0.02 -3.11 -3.07 0.06
H 1.13 -3.33 -1.63 0.06
H 1.11 -4.49 -2.93 0.09
O -0.12 -3.45 0.70 -0.09
H 0.53 -2.78 0.98 0.00
H -0.88 -2.90 0.38 0.03
C -0.04 4.35 2.80 -0.07
N 0.37 3.33 1.83 -0.05
C -0.51 2.73 0.98 -0.84
S -0.10 2.37 -0.64 0.45
N -1.75 2.52 1.49 -0.02
C -1.94 2.04 2.87 -0.07
H -1.14 4.39 2.87 0.08
H 0.33 5.33 2.49 0.09
H 0.39 4.11 3.78 0.09
H 1.27 3.51 1.37 0.12
H -2.38 2.07 0.82 0.12
H -2.69 2.67 3.36 0.08
H -2.31 1.00 2.88 0.08
H -1.01 2.10 3.42 0.08


[5]
50
Properties=species:S:1:pos:R:3:nbo_charge:R:1 method="wB97M-V/def2-TZVPD" homo_energy_ha=-0.425 total_charge=+1 e_lumo_ev=-3.434 orbital_gap_ev=8.1
C -2.40 6.06 1.81 -0.67
C -2.75 4.98 3.04 0.19
F -2.34 5.59 4.33 -0.38
C -1.98 3.56 2.69 0.05
C -1.61 2.67 4.04 -0.29
N -1.22 1.24 3.74 -0.54
C -1.03 0.93 2.26 -0.09
C 0.54 1.15 1.85 -0.47
C 1.06 0.25 0.58 0.43
N -0.01 -0.16 -0.40 -0.85
N 1.86 -0.98 0.96 -0.86
N 2.03 1.15 -0.21 -0.87
C -2.11 1.67 1.27 -0.10
O -2.94 2.70 1.91 -0.53
H -3.26 6.88 1.70 0.25
H -2.34 5.48 0.80 0.22
H -1.34 6.58 1.95 0.24
H -3.93 4.89 3.04 0.22
H -1.02 3.78 2.05 0.21
H -2.63 2.61 4.65 0.25
H -0.85 3.23 4.76 0.27
H -0.37 0.95 4.31 0.46
H -2.00 0.59 4.06 0.45
H -1.24 -0.24 2.15 0.23
H 0.76 2.30 1.62 0.25
H 1.22 0.85 2.78 0.21
H -0.76 -0.75 0.03 0.35
H -0.39 0.65 -0.94 0.38
H 1.28 -1.85 1.01 0.38
H 2.46 -0.84 1.80 0.38
H 1.50 1.74 -0.88 0.35
H 2.66 0.53 -0.80 0.41
H -1.52 2.09 0.33 0.21
H -2.87 0.84 0.87 0.23
Br 1.21 -1.53 -2.96 -0.03
C 2.63 -2.87 -3.06 -0.45
C 3.50 -2.83 -1.83 -0.45
Br 4.73 -1.32 -1.87 -0.02
H 3.18 -2.68 -3.99 0.24
H 2.11 -3.83 -3.14 0.24
H 4.14 -3.72 -1.78 0.23
H 2.93 -2.75 -0.89 0.23
Br 1.17 -4.68 -6.91 -0.01
C 0.37 -6.32 -6.22 -0.45
C 0.14 -6.23 -4.73 -0.44
Br 1.81 -6.47 -3.74 -0.02
H 1.03 -7.14 -6.51 0.24
H -0.58 -6.41 -6.75 0.24
H -0.51 -7.05 -4.39 0.23
H -0.29 -5.28 -4.41 0.23


[6]
61
Properties=species:S:1:pos:R:3:nbo_charge:R:1 method="wB97M-V/def2-TZVPD" homo_energy_ha=-0.081 total_charge=-1 e_lumo_ev=2.074 orbital_gap_ev=4.3
N 2.35 -3.22 -1.50 -0.87
C 1.27 -2.35 -2.08 0.41
N 1.78 -1.62 -3.27 -0.84
N 0.22 -3.25 -2.57 -0.85
C 0.84 -1.38 -0.92 -0.66
S -0.67 -0.36 -1.22 2.16
O -0.15 0.96 -1.75 -0.96
O -1.28 -0.08 0.12 -0.96
N -1.70 -0.96 -2.40 -1.05
S -3.23 -1.31 -1.82 1.98
O -4.14 -0.12 -1.90 -0.93
O -3.30 -2.06 -0.55 -0.97
Cl -4.00 -2.64 -3.27 -0.46
H 1.95 -3.91 -0.87 0.35
H 2.87 -3.66 -2.25 0.35
H 2.65 -2.05 -3.58 0.36
H 2.01 -0.66 -3.03 0.38
H 0.13 -4.09 -2.00 0.35
H 0.38 -3.50 -3.55 0.38
H 1.70 -0.67 -0.74 0.28
H 0.71 -1.93 0.07 0.26
Cl 2.78 2.06 -2.18 -0.15
C 1.09 2.30 -2.69 -0.40
C 0.71 3.76 -2.79 -0.38
Cl 0.65 4.53 -1.18 -0.08
H 0.45 1.78 -1.97 0.31
H 0.98 1.82 -3.66 0.19
H -0.29 3.85 -3.22 0.22
H 1.40 4.33 -3.41 0.19
Cl -4.40 1.09 -1.12 0.41
C -3.07 0.23 -0.28 -0.45
C -2.44 1.08 0.80 -0.37
Cl -1.53 2.46 0.13 -0.09
H -2.34 -0.08 -1.03 0.14
H -3.51 -0.67 0.15 0.30
H -1.73 0.48 1.37 0.26
H -3.19 1.47 1.48 0.18
Cl 0.78 -1.26 2.00 -0.03
C 1.28 -1.54 3.68 -0.40
C 2.70 -1.08 3.92 -0.38
Cl 3.92 -2.11 3.13 -0.06
H 1.14 -2.59 3.92 0.22
H 0.60 -0.96 4.31 0.23
H 2.93 -1.12 4.99 0.22
H 2.84 -0.06 3.58 0.23
Cl -5.10 1.19 2.76 -0.05
C -6.79 1.34 2.22 -0.39
C -7.24 2.78 2.18 -0.39
Cl -7.39 3.48 3.81 -0.08
H -7.41 0.74 2.88 0.22
H -6.83 0.91 1.22 0.24
H -8.23 2.84 1.72 0.22
H -6.56 3.40 1.60 0.23
Cl 4.99 0.98 0.29 -0.04
C 6.03 0.55 1.67 -0.41
C 7.42 0.15 1.23 -0.38
Cl 7.43 -1.39 0.34 -0.06
H 5.52 -0.24 2.21 0.23
H 6.09 1.42 2.33 0.21
H 8.06 0.02 2.11 0.21
H 7.87 0.91 0.60 0.22


[7]
51
Properties=species:S:1:pos:R:3:mulliken_spin:R:1 method="wB97M-V/def2-TZVPD" s2=0.75 homo_energy_ha="-0.414 / -0.399" multiplicity=2 total_charge=+1 e_lumo_ev="-1.901 / -7.465" orbital_gap_ev="9.4 / 3.4"
Zn -0.04 0.16 -0.14 -0.05
Cl -1.08 1.09 1.86 0.08
Cl 1.00 -1.17 -1.95 0.87
C 3.32 -1.83 0.95 0.02
C 1.91 -1.71 1.51 -0.01
O 1.18 -0.80 1.12 0.06
N 1.61 -2.71 2.31 0.01
C 0.45 -2.85 3.14 0.00
H 3.98 -2.27 1.70 0.00
H 3.75 -0.86 0.69 0.00
H 3.09 -2.38 0.04 -0.01
H 2.26 -3.48 2.24 0.00
H 0.40 -3.93 3.30 0.00
H -0.45 -2.48 2.66 0.00
H 0.55 -2.26 4.06 0.00
C 1.72 3.89 0.23 0.00
C 2.32 2.55 -0.21 0.00
O 1.55 1.55 -0.21 0.01
N 3.60 2.56 -0.71 0.00
C 4.20 1.34 -1.24 0.00
H 2.10 4.08 1.24 0.00
H 0.65 3.89 0.41 0.00
H 2.11 4.73 -0.34 0.00
H 4.20 3.36 -0.56 0.00
H 5.28 1.33 -1.10 0.00
H 3.98 1.31 -2.30 0.00
H 3.63 0.47 -0.93 0.00
C -1.92 -3.72 -0.04 0.00
C -2.19 -2.22 0.26 0.00
O -1.47 -1.38 -0.16 0.00
N -3.10 -1.83 1.16 0.00
C -4.05 -2.75 1.86 0.00
H -1.03 -4.07 0.48 0.00
H -1.70 -3.91 -1.10 0.00
H -2.68 -4.36 0.41 0.00
H -3.06 -0.83 1.31 0.00
H -4.58 -3.30 1.08 0.00
H -4.68 -2.09 2.45 0.00
H -3.43 -3.42 2.46 0.00
C -0.24 3.27 -2.62 0.00
C -1.28 2.29 -2.16 0.00
O -0.99 1.41 -1.34 0.00
N -2.51 2.63 -2.57 0.00
C -3.71 1.83 -2.13 0.00
H -0.05 3.92 -1.76 0.00
H -0.48 3.86 -3.50 0.00
H 0.70 2.77 -2.88 0.00
H -2.70 3.54 -2.98 0.00
H -4.24 2.38 -1.34 0.00
H -3.50 0.84 -1.72 0.00
H -4.37 1.57 -2.95 0.00


[8]
47
Properties=species:S:1:pos:R:3:mulliken_spin:R:1 method="wB97M-V/def2-TZVPD" s2=8.77 homo_energy_ha="-0.589 / -0.588" multiplicity=6 total_charge=+2 e_lumo_ev="-8.288 / -7.548" orbital_gap_ev="7.7 / 8.5"
C 0.03 3.90 -4.38 0.00
C 0.26 2.74 -3.46 0.00
H -0.47 3.63 -5.31 0.00
H 0.96 4.43 -4.63 0.00
H -0.58 4.56 -3.76 0.00
O -0.21 1.60 -3.49 0.00
Cl 1.23 3.30 -2.09 0.00
Sm 0.46 0.09 1.10 5.09
P 1.77 -1.01 -1.36 -0.02
C 1.14 -2.49 -2.20 0.00
C 2.64 -0.21 -2.74 0.00
H 3.38 -0.90 -3.17 0.00
H 3.80 -2.32 -1.08 0.00
H 3.13 0.71 -2.39 0.00
H 3.79 -0.89 -0.01 0.00
H 0.40 -2.19 -2.95 0.00
H 1.92 0.09 -3.50 0.00
C 3.17 -1.70 -0.42 0.00
H 1.97 -3.04 -2.67 0.00
H 2.79 -2.29 0.41 0.00
H 0.64 -3.13 -1.47 0.00
P -1.89 1.63 0.69 -0.02
C -3.58 0.97 0.68 0.00
C -1.63 1.97 2.49 0.00
H -1.24 3.84 -0.06 0.00
H -2.87 3.84 0.75 0.00
H -2.66 3.23 -0.95 0.00
C -2.20 3.31 0.05 0.00
H -0.63 2.41 2.71 0.00
H -2.40 2.71 2.76 0.00
H -4.27 1.73 1.07 0.00
H -3.63 0.06 1.30 0.00
H -1.76 1.06 3.08 0.00
H -3.85 0.69 -0.35 0.00
C -1.07 -0.64 -0.72 -0.01
O -1.78 -1.04 -1.56 0.00
C 1.42 -2.98 4.02 0.00
C 0.46 -2.79 2.88 -0.01
C -0.99 -2.63 3.28 0.00
O 0.85 -1.60 2.20 -0.02
H 1.41 -2.16 4.73 0.00
H 2.43 -3.04 3.61 0.00
H 1.24 -3.91 4.55 0.00
H 0.57 -3.65 2.19 0.00
H -1.15 -1.78 3.97 0.00
H -1.64 -2.53 2.40 0.00
H -1.35 -3.53 3.79 0.00


Q: Which molecular weight values were calculated for the entries above? A: 358.10 262.25 238.11 521.79 583.00 746.50 428.68 468.11, in g mol⁻¹.